No. 1
Density functional theory data (the ωB97M-V functional and the def2-TZVPD basis) for a gas-phase ion, C5H13N2O (charge +1) in a non-equilibrium geometry.

The geometry in XYZ format:
```
21
Properties=species:S:1:pos:R:3:mulliken_charge:R:1
C 1.79 1.72 2.08 -1.237
C 1.15 1.27 0.73 -0.366
N 0.93 -0.19 0.73 -0.199
C 0.29 -0.82 -0.47 -0.766
C -1.15 -1.19 -0.09 0.457
O -1.25 -1.67 1.03 -0.636
N -2.18 -0.93 -0.90 -0.153
C -2.10 -0.65 -2.32 -0.819
H 1.34 1.24 2.93 0.391
H 1.62 2.80 2.16 0.357
H 2.84 1.58 2.11 0.381
H 1.82 1.61 -0.06 0.323
H 0.19 1.77 0.70 0.327
H 1.83 -0.69 0.76 0.397
H 0.48 -0.62 1.57 0.445
H 0.89 -1.75 -0.68 0.383
H 0.66 -0.34 -1.38 0.462
H -3.00 -1.46 -0.64 0.308
H -2.30 -1.50 -2.98 0.320
H -2.75 0.16 -2.59 0.314
H -1.12 -0.35 -2.69 0.311
```

HOMO level = -14.09 eV
ΔE to the lowest compared entry with this formula, charge and spin = 132.8 kJ/mol
Total charge = +1
Electronic energy = -10416.8194 eV
E_LUMO = -3.23 eV
Frontier orbital gap = 10.866 eV

No. 2
Density functional theory data (the ωB97M-V functional and the def2-TZVPD basis) for a single C5H9Cl molecule in a non-equilibrium geometry.

The geometry in XYZ format:
```
15
Properties=species:S:1:pos:R:3:mulliken_charge:R:1
C -3.18 -0.36 0.15 -1.138
C -1.81 0.17 -0.36 -0.131
C -0.66 0.30 0.32 -0.286
C 0.69 0.36 -0.29 0.238
C 1.39 1.65 0.12 -1.118
Cl 1.73 -1.08 0.02 -0.200
H -3.54 -1.20 -0.49 0.294
H -3.17 -0.62 1.19 0.320
H -3.88 0.43 0.02 0.320
H -1.84 0.46 -1.40 0.277
H -0.68 0.12 1.40 0.252
H 0.44 0.42 -1.33 0.231
H 1.41 1.80 1.23 0.294
H 2.45 1.64 -0.24 0.327
H 0.86 2.52 -0.32 0.321
```

HOMO level = -9.51 eV
ΔE to the lowest compared entry with this formula, charge and spin = 66.1 kJ/mol
Electronic energy = -17852.6457 eV
E_LUMO = 1.08 eV
Frontier orbital gap = 10.584 eV

No. 3
Density functional theory data (the ωB97M-V functional and the def2-TZVPD basis) for a molecular structure, C55H85Br2Cl3FN23O6PS in a non-equilibrium geometry.

The geometry in XYZ format:
```
177
Properties=species:S:1:pos:R:3:mulliken_charge:R:1
C -3.47 -0.26 -0.92 -0.372
C -3.30 0.34 0.55 -0.212
O -2.31 -0.39 1.29 0.861
C -1.00 0.09 1.07 -1.165
N 0.00 -0.13 2.07 1.858
C 0.36 0.91 2.97 -1.948
N 0.98 1.99 2.50 1.129
C 1.32 3.19 3.33 -0.949
C 1.42 2.15 1.10 -0.439
Cl 0.56 3.10 -0.15 0.011
C 2.60 1.55 0.75 0.452
C 3.49 0.71 1.73 0.155
Cl 3.20 1.75 -0.91 -0.111
N 0.02 0.74 4.32 1.131
N 0.99 1.00 5.31 -0.780
C -0.65 -0.60 4.65 0.133
O -0.57 -0.67 6.09 -0.687
P -2.52 -0.19 4.38 0.004
O -3.33 -0.48 5.85 -0.458
Cl -2.78 1.89 4.07 -0.225
C -0.03 -1.85 3.92 0.032
C 1.34 -2.12 4.77 -0.162
C 2.21 -3.30 4.20 -0.019
O 2.04 -4.46 4.39 -0.445
F 3.37 -2.94 3.46 -0.181
C -0.76 -3.24 4.07 -0.352
S -2.54 -3.47 3.85 1.183
O -3.26 -2.79 2.76 -0.096
O -2.77 -4.93 3.71 -0.570
C 0.49 -1.46 2.44 0.335
C 0.54 -2.60 1.38 -0.885
Br -1.06 -3.23 0.49 0.140
C 1.64 -2.16 0.24 1.107
C 2.75 -3.31 0.15 -1.147
Br 0.87 -2.09 -1.60 -0.161
H -2.92 0.32 -1.70 0.199
H -3.22 -1.36 -0.92 0.029
H -4.57 -0.16 -1.16 0.049
H -3.18 1.45 0.56 0.019
H -4.28 0.12 1.06 0.379
H -1.10 1.21 0.88 0.321
H -0.65 -0.31 0.07 -0.173
H 1.14 4.09 2.68 0.333
H 0.61 3.27 4.21 0.343
H 2.38 3.13 3.69 0.243
H 4.39 1.31 2.05 0.455
H 2.94 0.34 2.63 -0.475
H 3.89 -0.16 1.15 -0.346
H 0.67 1.82 5.84 0.257
H 1.94 1.13 4.96 0.215
H -0.85 -1.58 6.35 0.325
H -3.03 0.21 6.47 0.412
H 1.11 -2.47 5.82 0.594
H 2.03 -1.23 4.74 0.312
H -0.56 -3.58 5.13 -0.444
H -0.27 -4.06 3.47 0.235
H -3.17 -3.12 5.04 0.017
H 1.61 -1.25 2.61 -0.058
H 1.01 -3.52 1.83 0.469
H 2.17 -1.21 0.51 -0.843
H 2.26 -4.14 -0.44 0.363
H 3.63 -2.99 -0.47 0.391
H 3.01 -3.75 1.14 0.155
C -2.42 4.11 -2.46 0.325
C -3.39 3.08 -2.82 0.469
N -4.15 2.27 -3.10 -0.516
H -2.50 4.98 -3.11 -0.440
H -2.56 4.45 -1.44 0.092
H -1.39 3.74 -2.54 0.153
C 6.93 -2.28 0.30 -0.622
C 6.00 -1.31 -0.27 0.274
N 5.28 -0.54 -0.72 -0.300
H 7.30 -2.97 -0.45 0.063
H 7.80 -1.79 0.75 0.518
H 6.46 -2.87 1.09 0.106
C -2.09 -7.53 -0.08 -1.089
C -2.21 -6.75 1.14 0.500
N -2.29 -6.12 2.11 -0.309
H -2.42 -6.96 -0.96 0.245
H -1.06 -7.84 -0.27 0.294
H -2.70 -8.44 -0.04 0.345
C -2.82 4.36 -6.76 -0.947
C -1.92 4.96 -5.78 0.411
N -1.22 5.43 -5.01 -0.370
H -3.24 3.42 -6.39 0.338
H -3.66 5.02 -6.99 0.285
H -2.31 4.14 -7.69 0.313
C 1.61 6.75 -5.86 -0.057
C 2.80 7.43 -5.34 0.216
N 3.73 7.97 -4.93 -0.468
H 1.01 7.42 -6.48 -0.297
H 1.88 5.89 -6.47 0.372
H 0.97 6.39 -5.06 0.173
C -8.25 2.15 -2.04 -0.800
C -7.42 1.00 -1.69 0.304
N -6.77 0.10 -1.42 -0.473
H -9.20 2.14 -1.49 0.355
H -7.75 3.09 -1.81 0.229
H -8.50 2.16 -3.10 0.241
C 0.23 -5.00 -4.45 -0.783
C 0.29 -5.91 -3.31 0.435
N 0.34 -6.62 -2.40 -0.395
H 1.02 -4.25 -4.41 0.204
H 0.35 -5.54 -5.39 0.330
H -0.73 -4.48 -4.50 0.239
C -0.01 -5.20 8.09 -1.135
C -0.97 -4.25 7.54 0.779
N -1.72 -3.50 7.10 -0.448
H 0.36 -5.88 7.32 0.303
H 0.85 -4.70 8.53 0.345
H -0.47 -5.82 8.87 0.304
C -10.07 5.60 -3.20 -0.815
C -9.08 4.85 -3.97 0.407
N -8.30 4.26 -4.58 -0.414
H -11.08 5.29 -3.45 0.288
H -9.94 5.45 -2.13 0.269
H -9.99 6.67 -3.39 0.307
C -2.56 -8.36 7.71 -0.721
C -2.67 -7.59 8.95 0.402
N -2.76 -6.98 9.92 -0.418
H -2.87 -7.77 6.84 0.203
H -1.54 -8.69 7.53 0.266
H -3.19 -9.25 7.74 0.320
C 1.34 11.40 -5.04 -0.909
C 0.35 10.38 -5.39 0.421
N -0.42 9.58 -5.67 -0.384
H 1.26 12.27 -5.69 0.294
H 1.21 11.75 -4.01 0.325
H 2.36 11.02 -5.12 0.268
C 6.62 -0.01 -4.27 -0.803
C 7.42 -1.17 -3.90 0.439
N 8.04 -2.08 -3.59 -0.465
H 5.66 0.00 -3.75 0.197
H 7.13 0.92 -4.03 0.281
H 6.41 0.00 -5.34 0.311
C -6.74 -4.96 1.02 -1.128
C -5.55 -4.34 1.61 0.622
N -4.61 -3.85 2.07 -0.533
H -7.32 -4.24 0.43 0.288
H -6.48 -5.79 0.37 0.266
H -7.41 -5.35 1.79 0.294
C -3.53 5.36 2.58 -0.967
C -3.53 4.57 1.36 0.413
N -3.53 3.94 0.40 -0.396
H -4.01 6.33 2.43 0.353
H -4.07 4.86 3.39 0.274
H -2.52 5.55 2.94 0.241
C -4.38 7.52 -2.51 -0.535
C -4.68 7.55 -1.09 0.406
N -4.92 7.57 0.04 -0.409
H -4.23 8.53 -2.91 0.319
H -3.48 6.95 -2.72 -0.041
H -5.20 7.07 -3.08 0.237
C 7.49 -5.18 -4.42 -0.386
C 7.81 -5.89 -5.65 0.223
N 8.05 -6.45 -6.62 -0.356
H 6.42 -5.00 -4.32 0.270
H 7.81 -5.75 -3.54 0.158
H 7.99 -4.21 -4.37 0.132
C 9.75 -5.10 -0.67 -0.761
C 9.64 -4.32 0.56 0.492
N 9.55 -3.70 1.52 -0.478
H 9.46 -4.51 -1.54 0.137
H 10.77 -5.45 -0.83 0.377
H 9.10 -5.97 -0.64 0.289
C 0.61 9.34 -9.25 -0.854
C 0.08 8.12 -8.65 0.545
N -0.33 7.16 -8.17 -0.439
H 0.64 10.16 -8.53 0.192
H 1.63 9.19 -9.62 0.288
H 0.00 9.67 -10.09 0.330
C 6.65 -4.61 4.12 -0.626
C 6.95 -5.32 2.88 0.409
N 7.20 -5.87 1.91 -0.410
H 5.58 -4.43 4.22 -0.015
H 6.96 -5.18 4.99 0.364
H 7.15 -3.64 4.17 0.289
```

HOMO level = -9.35 eV
Total charge = +1
Electronic energy = -305443.9646 eV
E_LUMO = -3.12 eV
Frontier orbital gap = 6.225 eV